1.
Below is a structure of composition C48H38CsIN6O2P at a distorted geometry, with properties calculated with ωB97M-V/def2-TZVPD.

Properties
Net charge: -1
Electronic energy (eV): -81368.632
2S+1: 1
Kohn-Sham gap (Ha): 0.24925
ΔE to the lowest compared entry with this formula, charge and spin (kJ/mol): 51.4

Geometry (Å):
Cs1 1.8249 0.0481 -0.5043
I1 1.5383 0.7391 3.0922
P1 -1.3190 0.2581 1.3697
O1 0.0035 1.6667 -1.2555
O2 6.7616 -0.7692 -0.0691
N1 4.4894 -0.6620 0.4040
N2 -0.3986 -0.5297 -2.7033
N3 0.5767 -2.8973 -1.7958
N4 -0.8404 0.6684 -3.1915
N5 2.4314 -2.3594 1.5257
N6 4.2041 0.8348 -1.9532
C1 2.8260 -3.5796 3.9969
C2 -1.4535 3.6110 5.5741
C3 1.4618 -3.0625 2.1280
C4 0.8274 -5.2701 -1.9962
C5 -0.8831 3.0413 -2.9576
C6 -0.7898 -1.5832 -3.3300
C7 6.4467 1.9653 -3.1178
C8 -3.4602 2.4099 4.8938
C9 -0.2302 -2.8888 -2.8661
C10 -0.0214 -5.2716 -3.0882
C11 -0.4418 4.1692 -2.2758
C12 -4.6234 0.5760 -1.1675
C13 -1.7347 -1.5794 -4.4957
C14 -3.3665 0.7937 3.1445
C15 -1.5996 5.5950 -3.8281
C16 -3.7038 2.7572 -0.7896
C17 -2.0429 4.4688 -4.5144
C18 5.1837 2.2399 -3.6263
C19 0.6803 2.9970 4.7017
C20 3.8335 -2.8692 3.3858
C21 -1.6260 -2.2854 0.4121
C22 1.6004 -3.6861 3.3507
C23 5.4202 0.5654 -1.4676
C24 -2.6852 0.8243 0.2551
C25 -1.8001 -3.6588 0.4699
C26 -1.7138 -1.5052 1.5678
C27 4.0985 1.6443 -3.0090
C28 6.5676 1.1143 -2.0360
C29 3.6154 -2.2665 2.1386
C30 -4.0966 1.4837 4.1293
C31 4.7907 -1.5525 1.5010
C32 0.1236 2.0275 3.9186
C33 -1.3020 1.8374 3.8458
C34 -0.1165 3.8285 5.5193
C35 -2.0227 0.9724 2.9489
C36 -2.0967 -3.5083 2.8515
C37 -2.0646 2.6145 4.7675
C38 -0.7912 5.4422 -2.7095
C39 -4.6553 1.9413 -1.3930
C40 -2.7258 2.2004 0.0149
C41 -3.6509 0.0221 -0.3390
C42 1.0929 -4.0490 -1.3890
C43 -0.5217 1.6875 -2.3877
C44 -0.5555 -4.0726 -3.5312
C45 -1.9502 -2.1270 2.7858
C46 -1.6824 3.1994 -4.0849
C47 5.5852 -0.3841 -0.2727
C48 -2.0310 -4.2760 1.6962
H1 0.1625 4.0222 -1.3907
H2 0.7681 -4.2260 3.7811
H3 4.8036 -2.7607 3.8551
H4 -2.6802 4.5812 -5.3833
H5 -0.4375 6.3128 -2.1706
H6 -2.0280 2.3119 -4.5980
H7 -2.0090 -1.5328 3.6941
H8 2.9869 -4.0442 4.9627
H9 1.7577 -3.9887 -0.5330
H10 -3.6570 -1.0454 -0.1662
H11 3.0917 1.8227 -3.3770
H12 5.3168 -1.0238 2.3121
H13 -2.5955 -2.2272 -4.3046
H14 -1.2105 -4.0501 -4.3904
H15 -1.3852 -1.8163 -0.5348
H16 -1.8867 6.5846 -4.1621
H17 -0.2623 -6.1958 -3.6007
H18 1.2777 -6.1791 -1.6210
H19 -5.1604 1.3136 4.2334
H20 -4.0037 3.0050 5.6182
H21 5.5134 -2.3262 1.1997
H22 0.3512 4.5922 6.1268
H23 -1.2513 -1.9453 -5.4067
H24 -3.9087 0.1385 2.4686
H25 0.5218 -3.1214 1.5937
H26 -2.2591 -3.9827 3.8117
H27 -5.3516 -0.0714 -1.6406
H28 -2.0843 4.1932 6.2349
H29 -2.1482 -5.3512 1.7506
H30 5.0384 2.8919 -4.4772
H31 -5.4063 2.3708 -2.0441
H32 -1.9590 2.8392 0.4379
H33 1.7560 3.0966 4.7326
H34 7.3279 2.4086 -3.5674
H35 -1.7175 -4.2455 -0.4370
H36 -2.0802 -0.5653 -4.6663
H37 -3.6968 3.8228 -0.9826
H38 7.5189 0.8396 -1.6031

=====

2.
Below is the molecule C2H4N6O5 at a distorted geometry, with properties calculated with ωB97M-V/def2-TZVPD.

Properties
Electronic energy (eV): -21305.813
2S+1: 1
Kohn-Sham gap (alpha / beta) (Ha): 0.30643 / 0.30642
ΔE to the lowest compared entry with this formula, charge and spin (kJ/mol): 301.9

Geometry (Å):
O1 -3.4796 -0.8258 0.3124
O2 1.2860 -0.9307 -0.4117
O3 -1.2638 2.8109 -0.2961
O4 1.7234 2.2237 0.8255
O5 -3.9108 1.2388 0.0507
N1 -3.1378 0.3224 0.0204
N2 -0.9032 -0.6530 -0.2633
N3 0.2886 -0.2314 -0.4792
N4 1.6087 1.6644 -0.5329
N5 0.3295 1.1091 -0.5434
N6 -1.3192 -1.9317 -0.1939
C1 -1.8357 0.5062 -0.3602
C2 -0.9816 1.6763 -0.4288
H1 -0.6626 -2.5717 0.2272
H2 2.3869 1.0061 -0.6825
H3 -2.4152 -1.9906 -0.1049
H4 1.7884 3.1599 0.8423

=====

3.
Below is a cluster of 2 separate species, C6H11BrOSi in total at a distorted geometry, with properties calculated with ωB97M-V/def2-TZVPD.

Properties
Electronic energy (eV): -86362.384
2S+1: 1
Kohn-Sham gap (alpha / beta) (Ha): 0.32830 / 0.24578
ΔE to the lowest compared entry with this formula, charge and spin (kJ/mol): 645.0

Geometry (Å):
Br1 -3.6146 -1.4937 -0.8844
Si1 -0.5537 -0.8349 -0.1397
O1 -0.5574 -2.0920 0.9251
C1 2.9751 1.1288 -0.9172
C2 -1.3854 1.9505 -0.1388
C3 2.7053 2.3802 -1.1523
C4 0.1332 -2.2284 2.1085
C5 -0.8063 0.8980 0.3821
C6 -1.7619 -1.5523 -1.4105
H1 -0.4548 1.1880 1.3349
H2 3.3485 3.2008 -0.8511
H3 -1.4298 2.8858 0.2895
H4 1.8427 2.5213 -1.7557
H5 -1.7072 -2.6604 -1.4438
H6 -1.6061 -1.2387 -2.3771
H7 -0.3174 -3.1727 2.6767
H8 3.8544 0.8177 -0.4484
H9 0.0660 -1.4346 2.9161
H10 -1.9433 1.9283 -1.0470
H11 1.2128 -2.1919 1.9330

=====

4.
Below is a cluster of 3 separate species, H6O3 in total at a distorted geometry, with properties calculated with ωB97M-V/def2-TZVPD.

Properties
Net charge: +1
Electronic energy (eV): -6228.990
2S+1: 2
Kohn-Sham gap (alpha / beta) (Ha): 0.44311 / 0.16900
ΔE to the lowest compared entry with this formula, charge and spin (kJ/mol): 0.0
Expectation value of S²: 0.753

Geometry (Å):
O1 0.7056 0.4099 2.4759
O2 -0.6412 -1.0454 -1.7342
O3 0.1720 0.9082 0.0592
H1 -0.1666 -1.8725 -1.6520
H2 0.6005 1.6047 -0.4384
H3 -1.1534 -1.1413 -2.5371
H4 0.5674 0.7065 1.5763
H5 0.0910 0.1845 -0.5620
H6 -0.1753 0.2455 2.8123